# 1
{
  "formula": "C6H15NO",
  "method": "ωB97M-V/def2-TZVPD",
  "species": ["C", "C", "C", "C", "N", "C", "C", "H", "H", "H", "H", "H", "H", "H", "H", "H", "H", "H", "H", "H", "O", "H", "H"],
  "positions_angstrom": [[-2.0077, -1.8969, -0.4635], [-1.8477, -1.3772, 0.7485], [-0.5920, -0.7366, 1.2676], [0.7564, -0.9588, 0.5593], [1.3300, 0.3344, 0.1733], [0.6920, 1.1312, -0.8885], [0.4300, 0.3664, -2.1758], [-3.0046, -2.1305, -0.8157], [-1.2173, -2.2628, -1.0953], [-2.6785, -1.2810, 1.4444], [-0.5221, -0.8816, 2.3442], [-0.7757, 0.3377, 1.2635], [0.6675, -1.5968, -0.3216], [1.4237, -1.2863, 1.3472], [2.3365, 0.3077, 0.1031], [1.3916, 1.9551, -1.0358], [-0.1968, 1.5967, -0.4728], [0.4488, 1.0418, -3.0298], [1.2185, -0.3618, -2.4111], [-0.4710, -0.2426, -2.1358], [0.8602, 2.9897, 1.7140], [0.4677, 2.7420, 2.5517], [1.2903, 2.2102, 1.3290]],
  "mulliken_charge": [-0.861, -0.073, -0.484, -0.669, -0.377, -0.394, -1.219, 0.233, 0.307, 0.329, 0.445, 0.206, 0.342, 0.302, 0.210, 0.474, 0.317, 0.395, 0.328, 0.193, -0.682, 0.297, 0.380],
  "spin_multiplicity": 1,
  "smiles": "C=CCCNCC.O",
  "e_homo_ev": -8.88,
  "orbital_gap_ev": 9.8,
  "de_lowest_ev": 2.182
}

---

# 2
{
  "formula": "C12H23F12N5O11S4",
  "method": "ωB97M-V/def2-TZVPD",
  "species": ["N", "H", "H", "H", "H", "C", "F", "F", "F", "S", "O", "O", "N", "S", "O", "O", "C", "F", "F", "F", "C", "F", "F", "F", "S", "O", "O", "N", "S", "O", "O", "C", "F", "F", "F", "C", "C", "O", "H", "H", "H", "H", "H", "C", "O", "N", "C", "C", "H", "H", "H", "H", "H", "H", "H", "C", "O", "N", "C", "C", "H", "H", "H", "H", "H", "H", "H"],
  "positions_angstrom": [[0.6622, -0.6223, 0.1507], [1.4889, -0.3298, -0.3505], [0.4548, -1.5476, -0.1971], [-0.1502, -0.0354, 0.0257], [0.8442, -0.7112, 1.1401], [-1.7869, 0.6335, -2.0369], [-1.7631, 0.9381, -0.7357], [-0.6589, 0.2724, -2.4587], [-2.7059, -0.3952, -2.1433], [-2.4243, 2.1356, -3.0780], [-2.0403, 1.7580, -4.4094], [-3.8993, 2.2592, -2.8957], [-1.4102, 3.4563, -2.4276], [-2.4925, 4.4891, -2.2573], [-3.1182, 5.0025, -3.5013], [-3.4357, 4.3401, -1.1285], [-1.3768, 6.0004, -1.6529], [-0.5927, 5.7731, -0.5912], [-0.5169, 6.2638, -2.6395], [-2.1953, 7.0574, -1.4672], [3.5040, -1.6296, 2.6884], [3.2582, -1.1352, 1.4507], [3.3680, -2.8696, 2.7961], [4.6326, -1.1471, 3.0453], [2.1267, -0.7304, 3.7277], [2.0702, -1.3893, 4.9848], [2.5179, 0.6476, 3.7499], [0.7763, -0.9178, 2.6815], [-0.2781, -1.0723, 3.7211], [-0.3967, -2.2826, 4.4350], [-0.1942, 0.1433, 4.5849], [-1.9066, -0.9621, 2.6724], [-2.9694, -0.8739, 3.5323], [-1.8949, 0.1083, 1.9384], [-2.0714, -1.9870, 1.8380], [4.1825, -0.7137, -2.2991], [2.9242, -0.1230, -2.8042], [2.2622, 0.6621, -1.8241], [4.5351, -1.3828, -3.0840], [4.0238, -1.1341, -1.3060], [4.9611, 0.0340, -2.1479], [2.2674, -0.9339, -3.1191], [3.0544, 0.3683, -3.7685], [0.8064, -3.7148, -2.1740], [0.6699, -3.2221, -1.0289], [0.3760, -4.9564, -2.4033], [0.8710, -5.6924, -3.5312], [-0.4109, -5.7838, -1.4366], [1.3196, -3.2435, -3.0265], [1.3977, -5.1189, -4.2940], [0.0495, -6.2136, -4.0226], [1.5805, -6.4296, -3.1553], [0.2632, -6.5510, -1.0554], [-0.8284, -5.0932, -0.7040], [-1.2732, -6.1395, -2.0005], [-0.1182, 2.7689, 2.3097], [0.1736, 2.5442, 1.1227], [-1.3961, 2.9738, 2.7252], [-2.5970, 2.8870, 1.7984], [-1.6276, 3.0017, 4.1968], [0.6144, 2.8013, 3.1310], [-3.2017, 3.7569, 2.0544], [-3.1641, 1.9623, 1.9047], [-2.2971, 3.0825, 0.7689], [-0.6786, 2.8986, 4.7230], [-1.9604, 3.9121, 4.6952], [-2.2044, 2.1523, 4.5628]],
  "mulliken_charge": [0.594, 0.223, 0.669, -0.120, 0.344, 0.526, -0.211, -0.164, -0.261, 1.105, -0.716, -0.574, -0.317, 0.918, -0.633, -0.633, 0.556, -0.198, -0.250, -0.225, 0.626, -0.285, -0.189, -0.197, 0.805, -0.566, -0.616, -0.470, 0.862, -0.646, -0.615, 0.565, -0.247, -0.093, -0.260, -0.969, 0.111, -0.373, 0.349, 0.193, 0.337, -0.144, 0.454, 0.387, -0.852, 0.059, -0.862, -0.950, 0.129, 0.303, 0.271, 0.330, 0.331, 0.262, 0.368, 0.014, -0.565, 0.301, -0.834, -0.979, 0.290, 0.436, 0.247, 0.106, 0.290, 0.323, 0.324],
  "spin_multiplicity": 2,
  "e_homo_ev": [-6.41, -6.41],
  "orbital_gap_ev": [7.9, 5.9],
  "total_charge": -1
}

---

# 3
{
  "formula": "C4H6N3O2S",
  "method": "ωB97M-V/def2-TZVPD",
  "species": ["C", "C", "C", "C", "N", "N", "N", "O", "O", "S", "H", "H", "H", "H", "H", "H"],
  "positions_angstrom": [[1.1628, 1.4132, 0.3667], [2.4582, -0.7974, 0.5575], [-0.8695, -2.0289, 0.4609], [0.4196, 1.2020, -0.8338], [-0.9108, -1.2166, -0.6066], [1.0856, 2.1833, 1.2998], [1.9748, 0.2940, 0.4654], [-0.4711, -1.4265, 1.6888], [-1.1149, -3.2620, 0.4618], [3.1038, -2.2177, 0.5357], [1.0694, 1.0851, -1.6412], [-0.2552, 0.2989, -0.5693], [-0.2979, 2.0626, -0.9503], [0.2347, 2.6970, 1.2125], [-1.1620, -1.7146, -1.4401], [0.0730, -0.7019, 1.3148]],
  "mulliken_charge": [0.610, 0.506, 0.578, -0.755, -0.643, -0.795, -0.292, -0.564, -0.719, -0.425, 0.285, 0.387, 0.280, 0.248, 0.108, 0.192],
  "spin_multiplicity": 1,
  "e_homo_ev": -4.17,
  "orbital_gap_ev": 7.4,
  "de_lowest_ev": 0.033,
  "total_charge": -1
}

---

# 4
{
  "formula": "C29H35BrHfN2O3P",
  "method": "ωB97M-V/def2-TZVPD",
  "species": ["Hf", "C", "O", "C", "C", "C", "C", "C", "C", "N", "N", "C", "O", "C", "C", "C", "C", "C", "C", "C", "O", "H", "H", "H", "H", "H", "H", "H", "H", "H", "H", "H", "H", "C", "C", "C", "C", "P", "C", "C", "C", "C", "C", "C", "C", "C", "C", "C", "H", "H", "H", "H", "H", "H", "H", "H", "H", "H", "H", "H", "H", "H", "H", "H", "H", "H", "H", "H", "H", "H", "H", "Br"],
  "positions_angstrom": [[-1.0496, -0.1308, -0.0361], [-2.8659, 4.0043, -3.5271], [-2.6133, 3.0478, -2.5061], [-3.6526, 2.2800, -2.1063], [-4.9235, 2.3035, -2.6431], [-5.9215, 1.4602, -2.1421], [-5.6455, 0.5980, -1.1126], [-4.3519, 0.5387, -0.5665], [-4.1125, -0.3406, 0.5515], [-2.9334, -0.6243, 0.9896], [-2.8266, -1.3424, 2.1685], [-1.6081, -1.2758, 2.5976], [-0.6761, -0.5898, 1.9198], [-1.2164, -1.9693, 3.8342], [-2.0611, -2.9268, 4.3945], [-1.6868, -3.5817, 5.5546], [-0.4740, -3.2826, 6.1640], [0.3668, -2.3267, 5.6105], [-0.0016, -1.6722, 4.4461], [-3.3564, 1.3915, -1.0614], [-2.1020, 1.4182, -0.5482], [-1.9298, 4.5306, -3.6844], [-3.1699, 3.5196, -4.4567], [-3.6318, 4.7166, -3.2159], [-5.1607, 2.9768, -3.4543], [-6.9126, 1.4969, -2.5716], [-6.4144, -0.0514, -0.7141], [-4.9667, -0.7607, 1.0771], [-3.0029, -3.1475, 3.9108], [-2.3397, -4.3281, 5.9863], [-0.1854, -3.7951, 7.0722], [1.3080, -2.0898, 6.0883], [0.6444, -0.9240, 4.0114], [2.9828, 2.2239, 1.1836], [2.9954, 0.7368, 0.8208], [2.6521, -0.0711, 2.0759], [4.3729, 0.3182, 0.3085], [1.6779, 0.3558, -0.4586], [1.9726, -1.3827, -0.9410], [1.3924, -2.3623, -0.1236], [1.5116, -3.7085, -0.4320], [2.2026, -4.0974, -1.5683], [2.7870, -3.1358, -2.3843], [2.6768, -1.7891, -2.0716], [1.7650, 1.4806, -1.9548], [0.8694, 0.8614, -3.0397], [3.1737, 1.7409, -2.4975], [1.1232, 2.8197, -1.5539], [3.6632, 2.3783, 2.0238], [1.9925, 2.5598, 1.4970], [3.3288, 2.8538, 0.3650], [3.4075, 0.1341, 2.8388], [2.6582, -1.1458, 1.8891], [1.6795, 0.2092, 2.4733], [5.1131, 0.5459, 1.0792], [4.6595, 0.8528, -0.5978], [4.4174, -0.7529, 0.1078], [0.8663, -2.0829, 0.7865], [1.0596, -4.4488, 0.2148], [2.2870, -5.1465, -1.8185], [3.3324, -3.4346, -3.2698], [3.1410, -1.0625, -2.7206], [1.1827, -0.1352, -3.3487], [0.8888, 1.5114, -3.9178], [-0.1787, 0.8088, -2.7179], [3.6937, 0.8326, -2.7935], [3.7954, 2.2695, -1.7752], [3.0920, 2.3758, -3.3824], [0.0975, 2.6947, -1.1984], [1.0784, 3.4559, -2.4411], [1.6964, 3.3517, -0.7978], [-1.6338, -1.7386, -1.8898]],
  "mulliken_charge": [1.172, -1.038, -0.230, 0.472, -0.592, -0.938, -1.095, 0.587, 0.180, 0.628, -1.033, 0.668, -0.689, 0.319, -0.442, -0.683, -0.352, -0.805, -0.124, 1.085, -1.096, 0.211, 0.418, 0.420, 0.454, 0.406, 0.415, 0.463, 0.455, 0.399, 0.409, 0.414, 0.447, -2.084, 2.002, -1.881, -1.640, 0.136, 1.417, -0.278, -0.972, -0.759, -0.762, -0.506, 2.038, -1.332, -1.867, -1.745, 0.541, 0.371, 0.399, 0.668, 0.353, 0.261, 0.516, 0.312, 0.320, 0.195, 0.489, 0.408, 0.480, 0.218, 0.305, 0.558, 0.126, 0.265, 0.346, 0.559, 0.212, 0.535, 0.254, -0.363],
  "spin_multiplicity": 1,
  "e_homo_ev": -11.15,
  "orbital_gap_ev": 7.8,
  "de_lowest_ev": 0.465,
  "total_charge": 1
}

---

no.,electronic energy (eV)
1,-10001.575
2,-118735.570
3,-23645.907
4,-120401.042